Entry 1:
The following is a quantum chemistry calculation of a molecular structure, C19H41NOOsP2Si at a distorted geometry, from the Open Molecules 2025 dataset.

Results
**Multiplicity**: 5
**E_LUMO (spin up / spin down)**: 0.0231 / -0.0019 Eh
**Energy relative to the best compared isomer or geometry (same formula, charge and spin)**: 0.00 kJ/mol
**Highest occupied orbital energy (spin up / spin down)**: -4.546 / -7.418 eV
**Maximum force**: 3.3 eV Å⁻¹

Each line ends with the Löwdin charge.
Atoms and positions in Å:
Os: -0.140756 0.133536 -0.114273  0.917
P: -0.554180 -0.172360 -2.366420  0.598
P: -0.144234 1.179480 2.115205  0.688
Si: 0.895260 -2.891088 0.867368  0.403
O: -2.843643 0.820790 0.618372  -0.110
N: 0.724419 1.701124 -0.535348  -0.233
C: 2.393042 -3.930528 0.448874  -0.204
C: 3.947771 3.218336 -1.307211  -0.111
C: 2.163798 4.730641 -1.975117  -0.113
C: 1.206534 3.827688 -1.549400  -0.046
C: 1.615939 2.582528 -0.956208  -0.431
C: -1.114239 -1.843532 -2.825000  -0.272
C: -4.206882 -0.767672 -0.629371  -0.015
C: -0.602159 0.232755 3.596788  -0.262
C: 1.476432 -1.131426 0.305405  -0.506
C: 0.653451 -2.992409 2.710360  -0.197
C: -1.712252 1.001750 -3.090060  -0.263
C: 3.023859 2.289446 -0.866160  -0.046
C: 1.021706 0.071761 -3.272800  -0.234
C: 3.532961 4.439366 -1.856777  -0.111
C: -1.146538 2.694022 2.319376  -0.262
C: 1.540472 1.778993 2.545529  -0.256
C: -3.763732 -1.023075 1.867295  -0.042
C: -0.553519 -3.795324 0.074869  -0.200
C: -3.662067 -0.145641 0.655925  -0.467
H: -1.130133 1.857899 -3.462269  0.043
H: -2.419996 1.325457 -2.311245  0.032
H: 1.577373 2.159411 3.578320  0.048
H: -0.325712 -2.639993 3.046987  0.013
H: -1.424555 -1.815044 -3.873581  0.042
H: 5.007656 2.975697 -1.237141  0.099
H: -1.650413 -0.082230 3.508783  0.025
H: 4.276885 5.161670 -2.217408  0.097
H: 3.322487 1.323916 -0.432833  0.105
H: 2.222646 -4.993825 0.633506  0.026
H: -1.970639 -2.151685 -2.213639  0.029
H: -0.802946 3.261327 3.190743  0.046
H: 2.671686 -3.818363 -0.603076  0.027
H: -5.124594 -0.405696 -0.985300  0.063
H: 2.066000 -1.300204 -0.644391  0.006
H: -4.084213 -0.486407 2.752478  0.080
H: 0.125781 4.030366 -1.621019  0.107
H: -4.480368 -1.833359 1.724974  0.072
H: 2.155571 -0.676696 1.053880  -0.011
H: 0.965038 -0.441353 -4.239539  0.046
H: 1.429643 -2.428886 3.238520  0.032
H: -2.233317 0.535285 -3.944184  0.046
H: 1.820743 2.602110 1.877826  0.037
H: -4.373380 -1.823558 -0.387132  0.077
H: 1.884382 -0.318628 -2.714337  0.038
H: -0.734512 -4.725284 0.631826  0.036
H: -0.492873 0.861925 4.496657  0.053
H: 0.743518 -4.038705 3.030265  0.037
H: 0.246304 -1.348761 -0.794202  -0.058
H: -0.376473 -4.094108 -0.964633  0.021
H: 2.281595 0.977231 2.447514  0.030
H: -2.727833 -1.449854 1.942799  0.086
H: 1.166602 1.145042 -3.450573  0.042
H: -1.506084 -3.257492 0.108669  0.007
H: -0.296503 -2.568560 -2.724036  0.042
H: 0.037521 -0.650009 3.711409  0.013
H: -2.195219 2.404659 2.428896  0.031
H: 3.252606 -3.624230 1.050793  0.032
H: -1.048564 3.310474 1.426403  0.038
H: -3.452363 -0.635921 -1.418685  0.049
H: 1.845207 5.667219 -2.423245  0.096

Cartesian forces (eV/Å) of the 6 atoms listed first:
Os -1.2 -2.2 0.8
P 0.0 0.1 1.2
P -0.1 -0.1 -0.3
Si 1.1 0.5 -0.2
O -2.6 -2.0 0.2
N 0.8 1.8 -0.9

---

Entry 2:
The following is a quantum chemistry calculation of a molecular structure, C19H42AlO8, from the Open Molecules 2025 dataset.

Results
**Total charge**: -1
**E_LUMO**: 0.0875 Eh
**Highest occupied orbital energy**: -4.505 eV
**Maximum force**: 0.3 eV Å⁻¹

Each line ends with the Löwdin charge.
Atoms and positions in Å:
Al: 0.981324 2.655419 -0.739460  0.317
O: 2.352977 -0.873927 -1.409116  0.086
O: -6.518533 -6.898581 3.552648  0.090
O: -1.144847 -3.085161 0.634355  -0.046
O: 2.181201 6.859807 1.903652  -0.201
O: -4.812926 -5.627820 4.087122  -0.001
O: -1.595104 -1.258183 1.744291  0.097
O: 3.658880 -1.166691 -3.149998  -0.009
O: -1.618789 2.136119 -2.006745  -0.276
C: 3.391330 -0.602196 -1.938102  -0.504
C: -0.875132 -3.794969 -0.576687  -0.251
C: 1.487997 5.710245 2.400051  -0.243
C: -0.293971 2.677619 -2.318044  -0.281
C: 0.596113 -3.786901 -0.940516  -0.061
C: 0.617122 4.243670 0.456576  -0.315
C: -5.432359 -6.478004 3.251798  -0.538
C: -1.303185 -1.719741 0.675361  -0.497
C: -2.951627 3.244521 -0.282375  -0.075
C: 1.380139 7.934277 1.491067  -0.140
C: -3.452318 -5.196808 3.881176  -0.227
C: -1.065659 -0.928452 -0.569833  0.008
C: -4.780469 -6.841859 1.937434  0.007
C: 4.408005 0.294922 -1.281300  -0.005
C: 6.053259 -1.472185 -3.547840  -0.071
C: -2.636520 3.073660 -1.776064  -0.309
C: -3.330419 -4.050666 2.906865  -0.060
C: 4.775618 -0.756195 -3.938326  -0.249
C: 1.702602 4.488205 1.506902  -0.290
H: 2.677746 4.619312 1.025101  0.095
H: 1.788780 3.607434 2.153909  0.097
H: 5.045699 -0.326325 -0.648545  0.092
H: 0.417596 5.941739 2.454645  0.106
H: 6.863048 -1.186013 -4.221358  0.076
H: -0.323685 4.024211 0.982919  0.033
H: -4.019792 3.144382 -0.074463  0.058
H: 4.493754 -1.015087 -4.958624  0.119
H: -1.587893 0.022025 -0.509583  0.073
H: 4.894248 0.327175 -3.901541  0.112
H: -2.423675 2.472243 0.280414  0.072
H: -2.619494 4.207905 0.109050  0.058
H: -0.436411 3.704247 -2.693754  0.039
H: 5.913442 -2.551590 -3.612175  0.079
H: -2.838629 -6.049857 3.585763  0.109
H: 0.381139 7.601654 1.192997  0.079
H: -3.126296 -4.895991 4.875148  0.121
H: 0.957788 -2.781321 -1.149167  0.048
H: -3.654482 -4.332143 1.905054  0.069
H: 1.839726 5.533984 3.423434  0.106
H: 0.055466 2.103207 -3.186805  0.037
H: 1.183861 -4.198407 -0.118495  0.081
H: -5.108441 -6.115943 1.192164  0.094
H: 2.551142 2.715325 -1.276115  -0.075
H: -5.150014 -7.820989 1.646535  0.086
H: -1.381881 -1.445623 -1.472756  0.080
H: 0.762312 -4.401971 -1.827661  0.078
H: 1.272166 8.689309 2.282461  0.076
H: 5.036935 0.851301 -1.969977  0.071
H: 1.851528 8.412002 0.629480  0.079
H: -3.694535 -6.838598 1.952559  0.068
H: 0.441507 5.169874 -0.112198  0.047
H: -3.530873 2.734942 -2.313615  0.102
H: -2.352037 4.039510 -2.212227  0.100
H: -2.295152 -3.721029 2.832369  0.072
H: 0.776006 1.321620 0.154200  -0.061
H: -1.488241 -3.411357 -1.393152  0.106
H: -1.212969 -4.811946 -0.368262  0.112
H: -0.004651 -0.686429 -0.653213  0.052
H: 6.352318 -1.223755 -2.530049  0.065
H: 3.845861 0.990745 -0.663074  0.040
H: -3.927627 -3.199895 3.233713  0.091

Cartesian forces (eV/Å) of the 6 atoms listed first:
Al 0.1 0.1 0.1
O 0.0 -0.3 -0.1
O 0.0 0.0 0.0
O 0.0 0.1 -0.1
O 0.1 0.0 -0.1
O 0.0 -0.1 0.0

---

Entry 3:
The following is a quantum chemistry calculation of a molecular structure, C19H42BO34P2S7 at a distorted geometry, from the Open Molecules 2025 dataset.

Results
**Total charge**: -1
**E_LUMO**: 0.0550 Eh
**Highest occupied orbital energy**: -4.775 eV
**Maximum force**: 9.2 eV Å⁻¹

Each line ends with the Löwdin charge.
Atoms and positions in Å:
S: 4.945392 2.165841 4.615500  0.663
S: 8.861785 -1.606654 8.009263  0.676
S: 1.741517 1.693735 -0.925991  0.701
S: -9.044757 -4.848322 -3.468839  0.692
S: -5.416840 -1.771320 -3.816992  0.669
S: -4.366717 4.441370 0.933575  0.673
S: 6.721860 4.043669 -0.194827  0.698
P: -2.457867 -2.124189 -2.067464  0.976
P: -1.417159 -1.083927 1.659020  0.914
O: -8.063061 -4.810225 -4.770856  -0.192
O: 0.881578 3.023921 -0.536717  -0.219
O: 0.339125 -2.891557 -1.563286  -0.078
O: -10.393712 -5.348246 -4.235841  -0.195
O: 8.380893 -1.722025 6.455774  -0.193
O: -3.506621 5.368689 1.962269  -0.199
O: -5.127248 -2.820442 -2.864831  -0.298
O: -3.843904 -3.053651 -1.460198  -0.417
O: -8.599317 -5.914135 -2.598923  -0.224
O: 3.144548 2.043684 -0.912990  -0.253
O: 0.903780 -1.174254 -0.113820  -0.215
O: 6.845631 3.045872 0.842229  -0.236
O: 2.361169 -4.442296 0.818152  -0.242
O: -5.568839 -0.369582 -2.998503  -0.192
O: -9.250657 -3.493574 -3.012039  -0.234
O: 1.260625 1.578363 -2.479481  -0.178
O: 3.966360 1.610602 5.523429  -0.244
O: 1.203439 0.571190 -0.193347  -0.234
O: -1.593586 -2.603790 2.528857  -0.396
O: 8.323707 -2.729199 8.741907  -0.241
O: 7.305192 3.419049 -1.584072  -0.182
O: 8.001845 -0.276467 8.398538  -0.197
O: -6.974837 -1.917475 -4.277114  -0.212
O: 6.136981 2.848059 5.063938  -0.253
O: -4.343477 5.070868 -0.368087  -0.247
O: 10.264816 -1.256705 8.022264  -0.248
O: 5.479659 4.721897 -0.491598  -0.219
O: -4.613484 -1.532276 -4.993376  -0.267
O: 7.876315 5.172556 0.030450  -0.189
O: -3.351407 3.165267 0.899968  -0.211
O: 4.166395 3.125851 3.552746  -0.188
O: -5.587796 4.036568 1.590465  -0.238
O: 2.422717 -5.147262 1.912346  -0.125
O: 5.383934 0.998617 3.563980  -0.205
C: 0.420299 3.644209 -1.734733  -0.190
C: -2.437052 4.601905 2.512959  -0.167
C: 1.291369 -3.396219 0.923050  -0.088
C: -0.566694 -1.339528 -0.031809  -0.438
C: -8.682648 -5.522857 -5.839052  -0.172
C: -2.256704 -2.677599 -3.884420  -0.302
C: 4.402274 2.656570 2.226349  -0.176
C: -7.770634 -1.016515 -3.510461  -0.199
C: 0.196240 2.497966 -2.717405  -0.172
C: -10.181469 -5.308404 -5.646003  -0.177
C: -0.985255 -2.639210 -0.966642  -0.409
C: 4.635114 1.154087 2.360703  -0.153
C: 8.279330 4.311539 -2.120072  -0.175
C: 7.540566 0.343822 7.200521  -0.177
C: -3.174991 -0.382826 1.196410  -0.309
C: 7.316508 -0.802422 6.217850  -0.168
C: 8.932741 4.965870 -0.905731  -0.175
C: -2.097301 3.556516 1.453975  -0.168
C: -6.864386 0.179858 -3.232742  -0.171
B: 1.324776 -2.566762 -0.497254  -0.697
H: -1.588581 -3.646421 -4.025847  0.063
H: 8.326343 1.019117 6.845751  0.135
H: -8.329993 -5.153259 -6.804869  0.138
H: -3.427154 -3.973190 -1.301147  0.084
H: -0.749199 1.984425 -2.514994  0.131
H: -2.958363 0.573932 0.543118  0.037
H: 0.267927 -3.905697 1.178643  0.097
H: -0.491648 4.215802 -1.546571  0.123
H: -1.317583 -3.606257 -0.350310  0.115
H: 3.548494 2.886118 1.583199  0.127
H: -7.196428 0.756714 -2.365413  0.137
H: 5.181533 0.739575 1.510186  0.142
H: -3.670446 -1.237708 0.542803  0.030
H: -8.052038 -1.521968 -2.580590  0.115
H: -2.795508 4.128927 3.432931  0.134
H: -8.673268 -0.736857 -4.058924  0.135
H: -10.776204 -6.079451 -6.143045  0.134
H: -1.893849 -1.773503 -4.556057  0.062
H: -1.010672 -0.442223 -0.666076  0.088
H: -6.802452 0.838300 -4.105191  0.128
H: 6.371069 -1.315962 6.420260  0.140
H: 7.756674 5.052939 -2.733658  0.133
H: 1.586550 -5.074131 2.462002  0.104
H: -3.744117 -0.154396 2.193031  0.046
H: -8.419521 -6.580957 -5.736477  0.133
H: -10.488470 -4.322203 -6.008916  0.131
H: -1.494016 3.991503 0.650132  0.114
H: 3.687903 0.617702 2.480760  0.142
H: 8.998822 3.770428 -2.739185  0.137
H: 7.330395 -0.463754 5.178434  0.132
H: 2.467671 -2.519753 -0.767174  0.105
H: -1.585237 5.246951 2.744479  0.137
H: 9.668883 4.298128 -0.446640  0.133
H: -1.574868 2.693380 1.873298  0.140
H: 9.411359 5.916295 -1.156511  0.135
H: 1.609934 -2.667131 1.804121  0.142
H: 0.210129 2.836635 -3.756820  0.133
H: -3.341669 -2.961821 -4.285373  0.022
H: 1.206075 4.319505 -2.089503  0.128
H: 5.294131 3.160644 1.840280  0.072
H: -1.891285 -3.293881 1.866208  0.033
H: 6.628618 0.915413 7.388683  0.132

Cartesian forces (eV/Å) of the 6 atoms listed first:
S -0.6 -0.1 -0.7
S 0.0 0.0 0.0
S 0.2 -0.7 0.9
S 0.6 -0.2 0.5
S -0.4 -0.5 0.4
S 0.0 -0.2 -0.1

---

| no. | E (eV) |
| --- | --- |
| 1 | -52824.317 |
| 2 | -43360.833 |
| 3 | -185085.228 |